The following is a quantum chemistry calculation of the molecule C3H8N4O2, from the Open Molecules 2025 dataset.

Last column: Löwdin charge in e.
Geometry (Å):
C: -0.97 1.70 0.85  0.08
C: -1.86 0.71 0.07  -0.26
C: 0.21 0.12 -1.20  -0.30
N: 1.32 0.00 0.77  0.03
N: 1.05 0.65 -0.25  0.03
N: 1.68 -1.17 0.89  -0.28
N: -1.12 -0.29 -0.74  -0.04
O: 1.86 -2.02 -0.34  0.02
O: 2.22 -1.62 1.90  0.01
H: -0.63 2.56 0.35  0.04
H: -0.79 1.51 1.87  0.04
H: -2.48 0.21 0.81  0.09
H: -2.69 1.17 -0.59  0.12
H: 0.26 0.88 -2.06  0.14
H: 0.63 -0.81 -1.74  0.14
H: -1.38 -1.11 -0.30  0.07
H: 2.67 -2.49 -0.29  0.07

Calculated values
**Frontier orbital gap (spin up / spin down)**: 0.2579 / 0.3261 hartree
**2S+1**: 1
**Lowest unoccupied orbital energy (spin up / spin down)**: -1.23 / 0.06 eV
**Energy relative to the best compared isomer or geometry (same formula, charge and spin)**: 232.6 kcal/mol
**E**: -488.27107 a.u.
**HOMO level (spin up / spin down)**: -8.25 / -8.81 eV